No. 1
Formula: C20H18N3O6S
Source: OMol25
Level of theory: ωB97M-V/def2-TZVPD

Summary:
Largest force on an atom: 1.79 eV/Å
E_tot: -48622.8529 eV
Net charge: -1

Each line ends with the Mulliken charge.
Element x y z (Å)
1 C 5.87610 3.67738 0.23474  -0.79
2 O 4.72507 4.40671 0.57776  -0.48
3 C 3.53503 3.69343 0.51752  0.96
4 C 2.38088 4.32623 0.99573  -0.66
5 C 1.16815 3.69540 0.99473  -0.50
6 C 1.04356 2.38148 0.53090  0.37
7 C -0.24863 1.69881 0.58886  -0.78
8 C -0.49113 0.49541 1.16768  0.42
9 C -1.81696 -0.10255 1.02106  0.12
10 O -2.70779 0.49720 0.44720  -0.66
11 N -2.01218 -1.39651 1.51452  0.10
12 C -3.31804 -1.99212 1.38978  -1.04
13 C -0.98249 -2.16674 2.06358  0.69
14 O -1.13821 -3.35058 2.29438  -0.66
15 N 0.23276 -1.53218 2.32856  0.05
16 C 1.28774 -2.29585 2.94017  -1.19
17 C 0.51515 -0.21501 1.95840  0.81
18 O 1.57936 0.28435 2.27473  -0.67
19 C 2.19494 1.75253 0.03473  -0.79
20 C 3.40554 2.38843 0.02547  -0.46
21 H 6.74157 4.32126 0.40194  0.23
22 H 5.95463 2.79578 0.87342  0.34
23 H 5.83472 3.39463 -0.81836  0.31
24 H 2.47638 5.32125 1.39086  0.40
25 H 0.29672 4.18729 1.39239  0.44
26 H -1.09245 2.19767 0.13397  0.54
27 H -3.30308 -2.99646 1.81167  0.37
28 H -4.04783 -1.39004 1.92899  0.31
29 H -3.60189 -2.04301 0.34029  0.24
30 H 2.23719 -1.78163 2.79086  0.39
31 H 1.10950 -2.40615 4.00845  0.31
32 H 1.32352 -3.28017 2.47711  0.36
33 H 2.11095 0.74242 -0.32992  0.46
34 H 4.26630 1.86836 -0.35073  0.36
35 S 0.64771 -0.41089 -2.69144  -0.42
36 C -0.85188 -1.13388 -2.77647  0.08
37 C -1.95328 -0.43716 -3.28416  -0.58
38 C -3.18759 -1.03071 -3.33832  -0.38
39 C -3.35404 -2.33293 -2.89376  -0.19
40 N -4.66670 -2.95848 -2.94957  0.96
41 O -4.80425 -4.08670 -2.46097  -0.65
42 O -5.59624 -2.33936 -3.48154  -0.65
43 C -2.27026 -3.03694 -2.39297  -0.21
44 C -1.03395 -2.44870 -2.33508  -0.59
45 H -1.81853 0.57221 -3.63137  0.39
46 H -4.04157 -0.49404 -3.71712  0.44
47 H -2.41570 -4.04734 -2.04774  0.43
48 H -0.18880 -2.99211 -1.95094  0.44

---

No. 2
Formula: C32H55N6O4SSi
Source: OMol25
Level of theory: ωB97M-V/def2-TZVPD

Summary:
Largest force on an atom: 6.26 eV/Å
E_tot: -69900.2546 eV
Net charge: +1

Each line ends with the Mulliken charge.
Element x y z (Å)
1 C -0.02820 -3.68598 0.85633  -1.21
2 C 1.23255 -2.79115 0.33329  -0.12
3 C 1.81557 -1.99814 1.60640  0.24
4 C 3.28458 -2.58425 2.00169  -1.16
5 C 1.79387 -0.41471 1.47817  -0.20
6 N 0.88617 0.49940 2.17343  -0.71
7 C 1.25455 1.84733 1.75041  0.40
8 N 0.60616 2.93486 2.17788  0.28
9 O -0.45337 2.69011 3.01673  -0.24
10 C 0.83427 4.36066 1.82853  -0.39
11 C -0.06115 5.41674 2.64240  -0.75
12 C -1.40070 5.78064 1.81626  -0.69
13 C -2.74692 5.16276 2.44564  -0.78
14 C -3.28911 4.03497 1.42344  -0.48
15 C -3.75401 2.70916 2.21776  -0.35
16 C -5.31717 2.86549 2.54804  -0.65
17 C -6.29256 2.77883 1.27558  -0.49
18 Si -6.22524 1.12690 0.30887  0.11
19 C -7.65640 1.15627 -0.99861  -1.02
20 C -4.59128 0.96093 -0.72678  -0.90
21 C -6.47137 -0.43342 1.38520  0.56
22 C -6.86628 -0.43502 2.88664  -0.19
23 C -7.02410 -1.74364 3.74428  -0.56
24 C -6.80225 -3.08714 3.00101  -0.30
25 C -6.41143 -3.13439 1.48710  -0.60
26 C -6.26021 -1.81445 0.70319  -0.20
27 N 2.36248 1.83617 0.83747  0.26
28 C 3.13681 2.83609 0.08127  -0.82
29 N 2.75255 2.73276 -1.37156  -0.22
30 C 1.28587 2.89603 -1.58153  -0.75
31 N 2.61426 0.48679 0.69876  0.71
32 C 3.62787 -0.14369 -0.16061  0.10
33 C 3.30706 -0.84350 -1.53501  -0.29
34 C 4.52170 -1.39535 -2.29874  -0.40
35 N 5.89889 -1.42075 -1.96597  -0.31
36 C 6.24289 -0.80200 -0.73701  -0.46
37 C 5.15919 -0.16625 0.14606  -0.48
38 H -0.86219 -2.98462 1.19436  0.33
39 H 0.34713 -4.21732 1.80932  0.30
40 H -0.35362 -4.44468 0.06312  0.36
41 H 2.02468 -3.55987 -0.00370  0.28
42 H 0.95680 -2.12582 -0.55302  0.11
43 H 1.14577 -2.27161 2.50824  0.60
44 H 3.96279 -2.62687 1.07593  0.25
45 H 3.20602 -3.60308 2.52580  0.35
46 H 3.76534 -1.79380 2.69743  0.30
47 H -0.11852 2.54295 3.93100  0.33
48 H 1.93542 4.59930 2.09981  0.27
49 H 0.72237 4.57150 0.71425  -0.01
50 H -0.24858 5.13779 3.73511  0.36
51 H 0.55947 6.39275 2.67787  0.35
52 H -1.24468 5.49130 0.72301  0.31
53 H -1.49980 6.92996 1.84884  0.44
54 H -2.64142 4.80741 3.52363  0.41
55 H -3.51806 6.02071 2.46020  0.36
56 H -2.53316 3.73585 0.61991  0.32
57 H -4.18115 4.50375 0.86199  0.18
58 H -3.47366 1.74607 1.67531  0.12
59 H -3.17477 2.69173 3.21969  0.25
60 H -5.57534 2.13317 3.38605  0.20
61 H -5.45475 3.92346 2.99722  0.35
62 H -7.37089 2.90160 1.66722  0.29
63 H -6.13762 3.63826 0.52068  0.36
64 H -7.33923 0.40801 -1.82075  0.25
65 H -8.59943 0.82033 -0.44309  0.29
66 H -7.73943 2.21302 -1.43228  0.28
67 H -3.92951 0.16306 -0.22495  0.24
68 H -4.01528 1.95134 -0.65198  0.14
69 H -4.77546 0.62374 -1.80024  0.41
70 H -7.05343 0.54414 3.44509  0.22
71 H -7.29222 -1.66616 4.84934  0.32
72 H -6.93164 -4.04414 3.62447  0.29
73 H -6.26989 -4.14265 0.96715  0.32
74 H -5.99458 -1.85674 -0.41474  0.23
75 H 3.13061 3.89743 0.49049  0.34
76 H 4.24401 2.49623 0.11543  0.29
77 H 3.28775 3.44988 -1.87748  0.30
78 H 0.63984 2.09219 -1.09516  0.22
79 H 1.11060 2.78857 -2.72045  0.35
80 H 0.93122 3.97308 -1.33970  0.28
81 H 2.22842 -0.89432 -1.92495  0.40
82 H 4.26268 -1.87007 -3.31819  0.36
83 H 7.33699 -0.75826 -0.42759  0.36
84 H 5.50425 0.34756 1.11557  0.35
85 O 4.61267 -4.43338 -5.52324  -0.65
86 S 6.03520 -4.41611 -5.29742  1.23
87 O 6.96907 -4.11227 -6.34890  -0.61
88 O 6.47341 -5.80708 -4.59815  -0.27
89 C 6.12735 -7.03300 -5.24394  -0.34
90 C 7.02760 -7.31400 -6.43284  -0.99
91 C 6.37796 -3.35547 -3.92129  -1.02
92 H 5.07334 -7.03018 -5.53688  0.33
93 H 6.25424 -7.82706 -4.50391  0.27
94 H 6.86503 -6.58592 -7.23008  0.30
95 H 6.83030 -8.30886 -6.83928  0.39
96 H 8.07928 -7.24881 -6.14464  0.27
97 H 5.70488 -3.60746 -3.10508  0.32
98 H 6.21236 -2.32823 -4.24178  0.44
99 H 7.41789 -3.48736 -3.62381  0.35

---

No. 3
Formula: C3H4O2
Source: OMol25
Level of theory: ωB97M-V/def2-TZVPD

Summary:
Largest force on an atom: 4.82 eV/Å
E_tot: -7263.7104 eV

Each line ends with the Mulliken charge.
Element x y z (Å)
1 C -0.36614 0.47988 -1.65921  0.21
2 C 0.09369 -0.63696 -1.10860  -0.78
3 C 0.56148 -0.16287 1.09130  -0.08
4 O -1.37685 -0.24195 -0.89784  -0.32
5 O -0.53667 0.39953 1.24388  -0.54
6 H -0.84840 1.17013 -2.18634  0.46
7 H 1.52703 0.28807 0.91512  0.31
8 H 0.59736 -1.19718 1.48031  0.26
9 H -1.35775 0.19334 0.20380  0.48

---

No. 4
Formula: C2H2N2O
Source: OMol25
Level of theory: ωB97M-V/def2-TZVPD

Summary:
Largest force on an atom: 4.88 eV/Å
E_tot: -7128.9213 eV

Each line ends with the Mulliken charge.
Element x y z (Å)
1 C -0.74214 0.24060 -0.01090  -0.10
2 C -1.98333 -0.23532 -0.00918  0.45
3 N 0.63181 0.13867 -0.00802  0.18
4 N 1.80783 0.88871 0.00936  -0.62
5 O -3.14504 -0.37638 0.01446  -0.41
6 H 0.86994 -0.86198 -0.02433  0.26
7 H 2.56093 0.20570 0.02860  0.23

---

No. 5
Formula: C26H29NO4
Source: OMol25
Level of theory: ωB97M-V/def2-TZVPD

Summary:
Largest force on an atom: 0.87 eV/Å
E_tot: -37111.2119 eV
SMILES string: C#Cc1ccc([C@H]2C=C(C(=O)NCc3ccccc3)O[C@@H](OCC)[C@@H]2CCCO)cc1

Each line ends with the Mulliken charge.
Element x y z (Å)
1 C -5.52867 -5.25255 -1.11611  0.17
2 C -4.83839 -4.36904 -0.68709  -0.84
3 C -4.02736 -3.32577 -0.17999  0.32
4 C -2.79539 -3.04075 -0.76877  -1.18
5 C -2.00975 -2.02156 -0.27134  0.08
6 C -2.43311 -1.25995 0.81265  -0.09
7 C -1.55727 -0.15530 1.35235  1.00
8 C -0.23243 -0.74381 1.74005  -1.10
9 C 0.93621 -0.18633 1.42840  0.32
10 C 2.22744 -0.86516 1.75183  -0.01
11 O 2.26954 -1.92225 2.35246  -0.71
12 N 3.31696 -0.19160 1.33118  -0.04
13 C 4.65663 -0.72622 1.44209  -1.28
14 C 5.16545 -1.20946 0.10776  0.70
15 C 6.25218 -0.60918 -0.51125  -0.46
16 C 6.69034 -1.05721 -1.74616  -0.52
17 C 6.03919 -2.10364 -2.37539  -0.41
18 C 4.94978 -2.70406 -1.76517  -0.58
19 C 4.51566 -2.26007 -0.52993  -0.25
20 O 1.06383 1.03030 0.80990  -0.36
21 C -0.12453 1.80728 0.77994  -0.83
22 O 0.06705 2.85217 -0.10422  -0.31
23 C 1.05158 3.79703 0.29133  -0.11
24 C 1.00739 4.96540 -0.67829  -1.30
25 C -1.34067 0.97855 0.33351  0.56
26 C -2.55810 1.89356 0.17470  -1.12
27 C -3.67119 1.29093 -0.68180  0.17
28 C -4.78309 2.30601 -0.96323  -0.70
29 O -4.41640 3.29360 -1.89492  -0.51
30 C -3.65406 -1.55807 1.40573  -0.10
31 C -4.44872 -2.57680 0.91752  -0.78
32 H -6.12951 -6.02609 -1.49176  0.49
33 H -2.46183 -3.62734 -1.61205  0.42
34 H -1.04950 -1.81784 -0.72260  0.45
35 H -2.03819 0.26154 2.24748  0.49
36 H -0.22403 -1.69282 2.25120  0.54
37 H 3.17262 0.63083 0.76596  0.26
38 H 5.31955 0.04229 1.85144  0.43
39 H 4.59127 -1.56108 2.14653  0.38
40 H 6.76363 0.20866 -0.02290  0.32
41 H 7.54048 -0.58650 -2.21797  0.37
42 H 6.38040 -2.45210 -3.33903  0.37
43 H 4.44062 -3.52262 -2.25230  0.39
44 H 3.67073 -2.72802 -0.04610  0.44
45 H -0.29421 2.19510 1.80870  0.35
46 H 2.04265 3.32702 0.28217  0.14
47 H 0.83875 4.13311 1.31752  0.32
48 H 0.03123 5.44147 -0.64723  0.32
49 H 1.18793 4.61151 -1.68908  0.31
50 H 1.76788 5.69377 -0.41201  0.41
51 H -1.08440 0.55388 -0.64147  0.32
52 H -2.95269 2.14905 1.16210  0.17
53 H -2.20373 2.81534 -0.29266  0.44
54 H -4.10888 0.42914 -0.17962  0.00
55 H -3.26056 0.95438 -1.63563  0.30
56 H -5.64385 1.80042 -1.40689  0.38
57 H -5.10488 2.77173 -0.01890  0.30
58 H -3.59449 3.70401 -1.60326  0.33
59 H -3.98918 -0.98432 2.25873  0.41
60 H -5.39795 -2.80057 1.38186  0.43

---

No. 6
Formula: C3H5NO2
Source: OMol25
Level of theory: ωB97M-V/def2-TZVPD

Summary:
Largest force on an atom: 1.23 eV/Å
E_tot: -8773.0742 eV

Each line ends with the Mulliken charge.
Element x y z (Å)
1 O 0.40608 1.68202 1.08773  -0.41
2 C 0.24936 1.02908 -0.07707  -0.11
3 C 0.91802 -0.96462 0.36216  -0.46
4 O -0.44559 -1.13527 0.16499  -0.34
5 C -0.75176 0.01685 -0.45987  0.71
6 N -1.61332 0.12865 -1.36240  -0.71
7 H 0.30196 0.96719 1.72070  0.34
8 H 0.25913 1.83485 -0.82284  0.32
9 H 1.54211 -1.29880 -0.46082  0.20
10 H 1.15616 -1.46060 1.32230  0.19
11 H -2.02214 -0.79936 -1.47489  0.27